Entry 1:
The following is a DFT calculation (wB97M-V/def2-TZVPD) of a cluster of 13 separate species, B2H30NO14 in total.

Each line ends with the Mulliken charge.
Cartesian coordinates (Å):
1 N -0.49988 1.70816 -0.06270  -0.75
2 B 0.74597 1.02967 0.63719  1.56
3 B 0.22437 -0.17578 1.77031  -0.53
4 O 0.10392 -1.51897 1.42562  -0.47
5 O -0.15672 0.06282 3.12816  -0.89
6 H -0.35331 2.02712 -1.01136  0.12
7 H -1.34341 1.14591 -0.04440  0.18
8 H 1.52402 0.46601 -0.14826  -0.40
9 H 1.38560 1.89928 1.25269  -0.24
10 H 0.68655 -1.64687 0.66935  0.25
11 H 0.59163 -0.17535 3.69045  0.25
12 O -1.62478 3.76507 1.83898  -0.73
13 H -0.91700 3.79458 2.49101  0.32
14 H -1.30098 3.05755 1.23740  0.42
15 O -2.93191 0.99136 2.62056  -0.60
16 H -2.65575 1.88343 2.37247  0.30
17 H -2.11853 0.58590 2.96632  0.36
18 O 2.42401 -3.04294 -0.30386  -0.61
19 H 2.30120 -3.71399 0.37439  0.28
20 H 2.32307 -3.53370 -1.12785  0.29
21 O 0.57362 -5.03151 -1.45533  -0.62
22 H -0.20026 -4.64196 -1.03358  0.32
23 H 0.26114 -5.35157 -2.30943  0.30
24 O 3.29733 -0.39448 -1.56954  -0.58
25 H 3.14114 -1.11046 -0.94021  0.30
26 H 3.36309 -0.80990 -2.43530  0.26
27 O 1.63364 0.07202 5.72280  -0.66
28 H 1.04239 -0.60764 6.06238  0.32
29 H 1.13822 0.89264 5.81792  0.33
30 O -4.92993 -1.18901 1.36712  -0.68
31 H -5.48261 -0.54740 0.90553  0.34
32 H -4.36727 -0.64010 1.93346  0.34
33 O 0.11075 -5.01360 -4.65796  -0.63
34 H 0.46432 -4.91625 -5.54678  0.30
35 H -0.34537 -4.18153 -4.48966  0.33
36 O 3.36640 2.81257 -0.76435  -0.61
37 H 3.26314 1.97056 -1.23067  0.26
38 H 4.24368 2.75314 -0.37734  0.26
39 O 2.02623 4.84955 -2.56792  -0.66
40 H 2.53985 4.56679 -3.32902  0.28
41 H 2.30070 4.22773 -1.87674  0.38
42 O 1.99059 1.37186 -3.87773  -0.59
43 H 2.51574 1.16645 -4.65654  0.29
44 H 2.28793 0.74801 -3.20304  0.32
45 O -7.26581 0.12281 -0.02531  -0.68
46 H -7.67777 -0.62672 0.41760  0.33
47 H -7.69894 0.89876 0.34316  0.32

Properties
**Spin multiplicity**: 1
**Charge**: -1
**E_LUMO**: 1.88 eV

=====

Entry 2:
The following is a DFT calculation (wB97M-V/def2-TZVPD) of a structure of composition B2H8Tl in a non-equilibrium geometry.

Each line ends with the Mulliken charge.
Cartesian coordinates (Å):
1 Tl -1.03361 0.97389 -0.90507  0.71
2 B 1.61649 1.27495 -0.26175  0.16
3 H 2.67697 1.77980 -0.16183  0.07
4 H 1.38376 0.26636 0.32902  -0.05
5 H 0.82059 2.08102 0.21577  0.00
6 H 1.31074 1.13119 -1.42381  -0.05
7 B -1.33048 -1.51820 0.44383  0.15
8 H -1.24663 -2.69186 0.31215  0.09
9 H -2.15010 -1.15125 -0.38856  -0.02
10 H -1.80850 -1.15386 1.46373  0.04
11 H -0.23923 -0.99204 0.37651  -0.10

Properties
**Spin multiplicity**: 1
**Charge**: +1
**Energy above the lowest of the compared OMol25 structures with the same formula, charge and spin**: 0.0 kcal per mole
**E_LUMO**: -10.42 eV

=====

no.,HOMO (eV)
1,-3.69
2,-15.81